1.
A 9-piece molecular cluster, C23H71O30P7 overall in a non-equilibrium geometry, computed with ωB97M-V with the def2-TZVPD basis set.

```
131
Properties=species:S:1:pos:R:3:lowdin_charge:R:1
H 15.72 -28.74 19.61 0.090
H 20.74 -21.96 16.09 0.082
O 20.65 -26.97 6.95 -0.228
C 26.98 -23.37 12.53 -0.125
H 26.26 -14.04 19.29 0.092
H 18.47 -25.12 18.97 0.095
P 20.30 -25.96 8.18 0.422
H 15.52 -29.55 11.25 0.080
H 22.75 -20.09 11.47 0.069
C 15.45 -32.74 13.33 -0.081
C 19.62 -27.59 6.21 -0.121
O 24.08 -18.86 10.53 -0.131
H 23.58 -15.39 13.76 0.083
C 23.29 -19.16 11.67 -0.158
O 25.43 -14.72 17.56 -0.236
H 27.77 -17.73 17.09 0.095
H 27.28 -29.72 18.72 0.093
P 17.92 -27.05 21.68 0.472
H 27.27 -15.25 18.50 0.081
O 20.14 -23.56 13.79 -0.230
C 24.18 -15.07 14.61 -0.095
O 26.41 -29.51 20.55 -0.222
C 18.91 -29.12 14.80 -0.107
H 22.79 -23.51 8.82 0.084
H 20.76 -28.00 23.51 0.089
H 27.31 -22.47 12.03 0.089
O 18.07 -25.67 20.93 -0.202
C 27.58 -17.12 16.21 -0.115
H 20.47 -28.84 9.99 0.085
H 22.10 -20.86 16.17 0.088
H 31.73 -26.55 13.91 0.093
H 19.25 -27.24 5.24 0.089
C 27.36 -27.08 14.11 -0.101
H 19.83 -25.01 20.08 0.095
H 25.14 -31.66 22.60 0.093
H 18.15 -20.41 18.94 0.076
H 28.41 -16.41 16.09 0.088
H 19.81 -29.29 22.75 0.093
C 21.00 -27.90 9.79 -0.107
C 30.72 -26.54 14.32 -0.119
O 24.10 -29.65 19.23 -0.233
P 24.82 -29.33 20.48 0.452
H 21.36 -23.31 7.90 0.080
O 16.63 -29.68 13.04 -0.228
O 26.35 -16.48 15.89 -0.246
C 21.43 -21.38 15.48 -0.064
H 19.83 -29.21 15.39 0.089
H 23.32 -31.80 22.34 0.094
C 16.22 -27.79 19.75 -0.102
C 24.29 -31.47 21.95 -0.112
O 21.57 -24.39 15.78 -0.222
H 16.88 -28.57 11.31 0.081
O 27.68 -25.76 14.58 -0.245
H 26.12 -23.74 11.97 0.088
H 18.69 -27.52 6.78 0.078
C 25.35 -27.26 21.97 -0.161
H 20.87 -20.61 14.94 0.081
H 17.49 -21.68 20.00 0.071
H 15.71 -21.88 18.33 0.071
H 26.27 -27.19 14.07 0.085
H 27.17 -13.75 17.76 0.088
H 21.55 -27.65 10.70 0.091
H 16.55 -20.19 19.63 0.074
H 30.64 -26.09 15.31 0.088
H 15.52 -33.78 13.65 0.086
H 19.86 -28.65 6.13 0.089
H 24.68 -26.60 22.52 0.094
O 24.78 -17.19 17.93 -0.233
H 21.73 -28.23 9.05 0.087
H 19.06 -23.24 12.06 0.094
O 17.46 -28.05 20.45 -0.248
O 19.30 -24.94 7.88 -0.230
H 16.42 -27.20 18.86 0.086
H 15.45 -27.25 20.31 0.084
H 27.69 -17.85 15.40 0.086
H 22.52 -18.42 11.84 0.073
O 16.57 -21.51 18.12 -0.137
H 22.68 -25.88 16.79 0.098
H 24.42 -32.03 21.02 0.090
P 17.44 -30.99 13.66 0.506
O 23.88 -15.78 15.84 -0.212
O 22.24 -22.28 14.64 -0.242
H 27.72 -27.31 13.11 0.091
P 21.71 -23.78 14.29 0.497
O 21.73 -25.34 8.55 -0.213
C 22.16 -24.03 8.10 -0.084
H 17.05 -30.24 10.91 0.083
H 25.59 -28.08 22.63 0.082
H 20.72 -22.90 11.93 0.086
O 16.96 -27.11 22.82 -0.243
H 27.64 -27.82 14.86 0.083
H 23.97 -19.36 12.50 0.079
C 26.55 -14.45 18.32 -0.154
H 24.95 -18.51 10.70 0.071
O 24.23 -30.08 21.78 -0.220
H 15.81 -32.59 12.32 0.080
C 16.55 -29.57 11.60 -0.121
H 23.56 -24.65 15.84 0.081
C 17.24 -20.94 19.24 -0.154
O 18.34 -31.73 12.73 -0.255
H 23.96 -14.01 14.73 0.086
H 18.49 -28.16 15.09 0.086
H 19.24 -26.58 19.55 0.085
H 14.37 -32.58 13.41 0.085
C 19.80 -28.25 23.07 -0.132
P 28.81 -24.78 13.87 0.502
C 19.89 -22.82 12.64 -0.127
H 22.89 -24.22 17.31 0.092
H 28.16 -28.84 19.94 0.096
O 19.48 -27.42 22.00 -0.210
O 19.99 -26.96 9.42 -0.210
O 22.62 -24.56 13.41 -0.250
C 18.93 -25.58 19.85 -0.132
C 27.17 -28.98 19.52 -0.128
H 19.09 -28.15 23.89 0.082
H 30.38 -27.56 14.46 0.080
P 25.08 -16.20 16.88 0.513
H 25.21 -15.11 14.25 0.078
O 28.02 -24.30 12.52 -0.222
O 29.43 -23.72 14.66 -0.232
H 22.73 -24.07 7.18 0.086
O 29.92 -25.89 13.34 -0.248
O 16.23 -31.91 14.25 -0.235
O 24.59 -27.77 20.94 -0.209
H 19.20 -29.00 13.76 0.078
H 19.65 -21.82 12.98 0.088
H 26.77 -28.06 19.09 0.096
H 26.25 -26.68 21.78 0.093
H 26.54 -23.12 13.50 0.091
C 22.67 -24.85 16.44 -0.153
O 18.13 -30.32 15.00 -0.224
```

Results
frontier orbital gap: 0.392 Eh
structure (SMILES): COP(=O)(OC)OC.COP(=O)(OC)OC.COP(=O)(OC)OC.COP(=O)(OC)OC.COP(=O)(OC)OC.COP(=O)(OC)OC.COP(=O)(OC)OC.CO.CO
LUMO: 0.26 eV
electronic energy: -151459.7901 eV
total charge: 0
ΔE to the lowest compared entry with this formula, charge and spin: 571.1 kJ/mol

---

2.
A 13-piece molecular cluster, C23H72N16O13 overall in a non-equilibrium geometry, computed with ωB97M-V with the def2-TZVPD basis set.

```
124
Properties=species:S:1:pos:R:3:lowdin_charge:R:1
N 4.79 3.03 3.42 0.182
C 3.24 -2.40 -0.44 -0.047
O 2.06 5.08 0.91 0.033
H 2.64 -2.94 0.29 0.050
H 3.39 1.21 -2.94 0.063
H -3.49 0.96 -0.84 0.072
O 4.26 -1.32 1.39 -0.067
O 2.60 -5.35 -0.57 -0.071
O -0.63 1.22 -1.35 0.042
O 1.07 -1.92 2.24 0.049
N -1.86 -0.28 3.55 0.198
C -2.84 2.59 1.58 -0.060
N -2.67 2.30 -3.42 0.185
H 0.37 1.47 5.47 0.122
H -2.88 -4.16 0.31 0.121
H -3.79 -1.39 3.55 0.101
N 2.32 -1.00 3.74 0.214
H 0.88 1.86 -3.65 0.122
H 0.75 1.23 1.37 0.068
O -3.35 1.46 -5.31 0.009
H 0.61 -3.27 -0.49 0.058
C -2.71 -2.50 -2.83 -0.047
H -5.09 1.84 -0.89 0.078
C 3.64 -1.05 0.14 -0.459
C 0.30 -4.29 -0.74 -0.072
H 4.35 3.75 2.87 0.124
H -5.16 3.12 -5.02 0.120
O -1.30 -3.16 -4.64 -0.021
H -0.03 -0.70 1.06 0.059
H -1.01 5.30 1.43 0.108
C -4.25 1.49 -0.28 -0.039
C -3.55 2.19 -4.35 -0.807
N 4.11 1.51 2.24 0.206
N -3.29 -1.53 4.42 0.179
O -3.27 -1.25 1.26 -0.014
C -3.50 -3.82 -4.73 -0.071
C 1.05 -6.24 -2.12 -0.061
H 0.05 -6.13 -2.55 0.063
H 2.71 -2.31 -1.39 0.084
H 5.73 -0.79 -0.49 0.088
C 2.25 3.02 -4.72 -0.045
H 3.58 -1.75 1.91 0.034
H 0.13 5.31 2.63 0.102
H -2.79 2.85 -2.58 0.070
H -4.36 3.37 0.46 0.134
H 2.39 -3.79 2.95 0.135
H 2.79 2.25 -5.26 0.083
C 1.67 2.56 -3.39 -0.474
H -0.92 -1.15 -0.33 0.076
H 0.88 2.38 0.01 0.093
H -4.38 -3.99 -4.10 0.082
O 1.23 3.68 -2.71 -0.070
H -4.58 3.62 -3.44 0.111
C 2.66 1.80 -2.39 -0.016
H 5.34 3.33 4.22 0.135
H -1.37 -3.89 -5.27 0.082
C 1.48 -4.91 -1.44 -0.431
H 4.13 -2.97 -0.67 0.095
H 4.59 -0.17 -1.68 0.059
H -2.80 -1.82 -4.83 0.140
H 3.14 2.41 -1.64 0.084
N 0.34 4.53 -0.33 0.188
H -1.85 2.13 1.59 0.065
H 4.85 0.72 -0.21 0.065
H -4.80 -3.98 0.77 0.123
H -2.07 -1.66 -2.53 0.078
C 0.87 4.97 0.73 -0.827
H 2.87 3.91 -4.57 0.086
H 3.23 1.98 2.08 0.096
O 5.68 1.11 3.73 0.033
H -3.06 -4.79 -4.96 0.084
H -0.63 -4.27 -1.31 0.056
H 0.85 -6.95 -1.32 0.077
H 4.22 0.61 1.79 0.070
N -2.65 -3.18 0.38 0.190
H -1.89 1.66 -3.41 0.100
N 2.61 -2.96 3.48 0.194
H 0.89 3.06 6.08 0.128
O 1.14 1.70 3.30 -0.007
H 1.34 3.32 -5.25 0.079
N 0.56 1.51 0.42 0.206
C -3.52 2.69 0.27 -0.479
N -0.03 5.18 1.64 0.174
H -3.61 -2.28 5.02 0.139
H -2.48 -3.38 -2.24 0.047
C -3.53 -2.42 0.95 -0.731
H 0.78 4.26 -3.32 0.110
H -3.34 2.17 2.46 0.083
H 1.78 -0.17 3.55 0.088
C 1.27 2.51 4.20 -0.757
H 1.85 -4.28 -2.25 0.128
N 0.96 2.29 5.43 0.212
H -0.63 4.29 -0.26 0.092
H 3.25 -2.93 4.25 0.144
C 4.77 -0.29 -0.61 -0.038
N -4.57 2.97 -4.21 0.169
C -2.57 -2.76 -4.33 -0.539
H -3.79 -2.41 -2.67 0.080
H 2.05 1.06 -1.87 0.050
H -5.39 -2.45 1.49 0.129
H -4.63 0.73 0.40 0.066
H 2.77 -0.39 0.21 0.113
H 2.27 -5.24 0.33 0.063
H -1.89 2.49 -0.71 0.026
H -1.70 -2.86 0.26 0.083
H -3.96 -3.61 -5.70 0.086
C -0.22 0.77 -0.33 -0.752
H 0.90 4.21 -1.11 0.073
H -2.14 -0.71 2.67 0.058
H 1.71 4.50 4.56 0.123
O -2.52 3.20 -0.60 -0.079
H -0.03 -4.92 0.08 0.090
N -4.68 -3.01 1.04 0.191
H 1.71 -6.62 -2.90 0.079
C 4.86 1.84 3.20 -0.896
N 1.75 3.70 3.95 0.186
N -0.29 -0.49 0.11 0.216
C -2.26 -0.92 4.62 -0.843
C 1.92 -1.98 3.09 -0.894
H 1.92 3.96 2.99 0.073
H -1.03 0.28 3.66 0.089
H -2.60 3.59 1.93 0.065
H 2.91 -1.07 4.55 0.147
O -1.82 -0.89 5.76 0.007
```

Results
frontier orbital gap: 0.320 Eh
LUMO: -0.06 eV
electronic energy: -75480.3345 eV
total charge: 0
ΔE to the lowest compared entry with this formula, charge and spin: 621.4 kJ/mol

---

3.
A 14-piece molecular cluster, C23H74N4O14 overall in a non-equilibrium geometry, computed with ωB97M-V with the def2-TZVPD basis set.

```
115
Properties=species:S:1:pos:R:3:lowdin_charge:R:1
H -28.45 8.48 -14.39 0.086
C -27.78 4.19 -5.73 -0.075
N -25.72 9.49 -7.47 0.165
O -29.92 9.62 -4.57 -0.215
H -29.25 11.75 -7.62 0.090
C -28.95 12.51 -6.88 -0.313
H -25.70 2.00 -9.72 0.117
C -25.91 3.00 -10.13 -0.307
H -28.12 11.46 0.12 0.061
H -28.07 12.57 -1.17 0.051
C -30.94 6.62 -3.67 -0.393
C -30.99 7.70 -2.70 -0.080
O -26.59 10.78 -10.97 -0.089
H -29.77 9.65 -7.94 0.084
C -27.82 5.59 -6.33 -0.314
H -25.27 8.68 -8.01 0.076
C -28.77 11.39 -10.72 -0.060
H -29.13 4.66 -9.12 0.072
H -26.65 10.71 -5.83 0.050
H -28.98 5.93 -10.34 0.063
H -31.37 5.14 -11.18 0.112
C -28.76 8.12 -8.74 -0.061
O -28.18 11.82 -5.93 -0.081
H -28.71 11.82 -11.72 0.095
H -26.39 6.28 -3.48 0.106
C -29.40 7.82 -12.48 -0.044
H -28.40 5.58 -7.25 0.079
O -27.01 8.12 -4.31 -0.105
C -23.92 6.92 -8.99 -0.579
H -23.49 7.53 -7.07 0.088
H -30.18 8.64 -4.66 0.066
H -29.20 10.38 -10.71 0.060
H -28.68 9.32 -5.87 0.031
H -32.03 9.84 -4.67 0.084
C -28.61 8.84 -13.43 -0.250
H -28.33 6.30 -5.64 0.085
H -26.20 6.68 -5.91 0.097
C -27.44 11.37 -9.99 -0.287
H -26.34 8.63 -3.93 0.044
H -24.95 3.40 -10.44 0.107
H -27.46 9.83 -12.13 0.047
O -28.33 9.00 -6.69 -0.084
H -30.30 5.77 -3.46 0.122
H -26.61 11.83 -0.64 0.098
H -28.03 8.69 -9.30 0.071
H -31.22 7.27 -1.66 0.126
C -27.70 11.67 -0.82 -0.078
H -25.36 10.86 -4.71 0.161
H -27.14 12.40 -9.86 0.093
H -30.01 8.12 -2.64 0.055
H -29.04 10.23 -1.47 0.066
H -28.42 10.12 -3.61 0.019
H -31.77 8.46 -2.76 0.086
H -22.10 7.03 -7.92 0.141
C -24.96 9.83 -6.47 -0.655
H -28.73 6.95 -12.31 0.049
H -28.19 6.59 -3.58 0.066
H -27.11 7.46 -2.38 0.083
O -26.50 6.06 -6.61 -0.110
H -25.85 4.22 -8.25 0.089
O -23.67 9.50 -6.22 -0.129
N -25.17 7.21 -8.85 0.107
H -28.88 14.23 -8.08 0.077
H -28.78 3.82 -5.39 0.082
H -29.41 12.00 -10.08 0.072
O -27.92 10.68 -3.01 -0.101
H -31.04 11.28 -4.30 0.104
O -27.33 9.23 -12.92 -0.109
H -27.36 10.84 -9.03 0.096
H -25.61 6.17 -12.98 0.095
H -30.20 8.19 -7.08 0.125
H -29.47 7.87 -9.51 0.047
H -31.10 10.53 -6.02 0.075
H -25.75 10.62 -10.53 0.112
C -28.08 10.46 -1.59 -0.292
H -29.21 9.70 -13.66 0.096
H -28.37 3.71 -10.96 -0.020
H -26.84 7.93 -11.93 0.004
H -27.12 5.43 -12.22 0.074
C -29.51 5.01 -10.08 -0.329
H -27.14 4.22 -4.82 0.076
H -26.72 9.39 -7.37 0.055
C -31.01 5.35 -10.08 -0.073
O -26.78 2.87 -11.20 -0.074
C -27.21 7.06 -3.40 -0.132
H -31.16 6.39 -9.79 0.045
H -30.87 6.33 -5.60 0.131
H -25.80 6.75 -8.19 0.079
H -30.27 7.48 -13.10 0.085
H -27.44 3.48 -8.66 0.071
C -26.18 6.01 -12.05 -0.090
N -23.12 7.25 -7.99 0.173
H -31.95 6.22 -3.60 0.120
H -27.27 13.35 -7.96 0.089
H -31.47 4.58 -9.40 0.082
O -26.47 7.27 -11.34 -0.173
H -25.73 7.15 -9.74 0.091
H -26.96 4.79 -9.67 0.063
O -23.50 6.35 -10.21 -0.150
C -31.09 10.37 -4.93 -0.090
H -27.40 3.41 -6.45 0.072
H -25.47 5.44 -11.45 0.045
H -26.40 2.32 -11.88 0.105
C -26.52 3.95 -9.08 -0.067
N -25.67 10.56 -5.69 0.156
O -30.70 7.00 -4.92 -0.069
H -28.24 7.18 -8.49 0.065
H -27.40 9.64 -1.25 0.122
H -29.90 12.85 -6.38 0.126
C -28.20 13.71 -7.42 -0.066
O -29.28 3.93 -11.01 -0.071
H -29.82 8.32 -11.61 0.046
H -27.95 12.43 -5.28 0.058
C -29.37 8.76 -7.54 -0.317
H -28.00 14.38 -6.60 0.073
```

Results
frontier orbital gap: 0.294 Eh
LUMO: 0.01 eV
electronic energy: -59671.4403 eV
total charge: 0
ΔE to the lowest compared entry with this formula, charge and spin: 0.0 kJ/mol

---

4.
A 15-piece molecular cluster, C23H76O23 overall in a non-equilibrium geometry, computed with ωB97M-V with the def2-TZVPD basis set.

```
122
Properties=species:S:1:pos:R:3:lowdin_charge:R:1
O -3.37 -14.40 6.93 -0.122
C -6.51 -21.93 6.48 -0.198
C -4.80 -17.40 3.11 -0.214
H -3.16 -17.41 5.45 0.052
C -1.75 -19.77 6.47 -0.175
H -6.99 -17.87 5.04 0.054
C -8.06 -17.81 5.22 -0.075
H -1.49 -17.80 7.32 0.112
O -2.40 -12.73 0.94 -0.072
H -8.12 -22.12 5.35 0.091
C -9.02 -20.14 3.05 -0.263
H -3.01 -14.64 0.25 0.114
O -7.47 -21.45 5.57 -0.091
H -1.44 -19.04 8.51 0.125
H -8.18 -17.64 6.30 0.099
H -5.21 -19.63 -1.56 0.024
H -2.87 -19.84 4.84 0.027
O -6.93 -19.02 -1.82 -0.079
H -7.49 -17.03 -0.29 0.111
H -5.06 -13.10 4.67 0.053
C -4.90 -17.07 4.59 -0.209
H -0.72 -20.08 6.27 0.123
C -8.57 -21.60 2.85 -0.201
H 0.69 -14.02 -0.25 0.084
O -4.39 -20.15 -1.59 -0.081
O -7.70 -21.72 1.72 -0.057
O -4.30 -12.14 3.07 -0.104
H -0.95 -14.97 4.09 0.114
C -1.98 -14.31 7.04 -0.183
H -7.41 -17.27 -2.76 0.119
C -4.59 -13.37 3.72 -0.164
H -5.41 -21.14 8.17 0.130
C -5.83 -13.22 0.22 -0.118
H -5.68 -17.94 2.75 0.104
C -0.82 -16.05 4.13 -0.244
O -5.38 -17.29 -0.06 -0.073
C -3.61 -22.23 4.04 -0.129
H -4.72 -19.29 7.12 0.054
H -5.78 -22.55 5.95 0.110
H -3.73 -12.30 2.31 0.027
H -3.98 -18.13 3.08 0.120
C -4.70 -20.68 0.76 -0.184
H -6.48 -13.50 5.42 0.060
H -0.29 -14.25 1.68 0.111
H -3.60 -15.17 6.37 0.034
O -5.82 -19.79 1.04 -0.110
C -6.62 -17.67 -2.11 -0.206
H -3.46 -18.06 8.66 0.117
H -2.71 -14.43 1.92 0.093
H -4.06 -22.65 3.14 0.080
H -5.59 -16.23 4.70 0.079
H -7.66 -16.91 1.99 0.071
H -1.27 -16.34 5.08 0.083
C 0.66 -16.46 4.16 -0.212
C -2.32 -14.15 0.95 -0.222
H -9.41 -19.97 4.06 0.074
H -1.88 -12.34 0.22 0.093
O -8.64 -19.06 4.84 -0.204
H -5.54 -12.35 0.81 0.077
H -2.36 -20.66 6.60 0.119
C -3.76 -20.15 -0.31 -0.213
H -8.35 -21.67 1.00 0.106
H -5.40 -17.84 5.19 0.088
H -0.80 -15.65 0.92 0.110
C -6.02 -20.78 7.33 -0.199
H -5.69 -17.63 -2.67 0.130
O -7.03 -13.80 0.75 -0.130
C -6.52 -16.89 -0.79 -0.222
O -10.03 -19.84 2.11 -0.052
H 1.11 -16.07 5.07 0.114
O -1.55 -16.64 3.06 -0.061
O -7.58 -14.45 6.93 -0.125
H -10.87 -20.21 2.39 0.086
H -7.77 -13.78 0.13 0.088
H -4.53 -20.73 4.98 0.051
O -8.29 -15.19 2.88 -0.132
H -5.05 -13.96 0.41 0.056
H -7.02 -22.61 7.17 0.129
H -4.11 -20.71 1.68 0.094
H -9.47 -22.21 2.81 0.126
H -8.35 -13.88 6.85 0.065
H -8.23 -19.67 5.47 0.068
H -8.07 -21.85 3.79 0.079
O -3.31 -18.59 7.87 -0.073
H -6.54 -20.35 1.36 0.049
H -5.55 -18.20 0.26 0.046
C -0.88 -14.57 0.82 -0.242
O -0.26 -14.03 -0.36 -0.057
H -7.55 -14.79 2.39 0.048
O -5.24 -19.89 6.56 -0.097
H -3.45 -19.11 -0.18 0.118
H -7.92 -14.42 4.88 0.071
H -3.70 -13.91 4.05 0.078
H -2.52 -22.28 3.99 0.088
O -4.51 -16.22 2.40 -0.068
H -8.48 -16.94 4.72 0.061
H -8.15 -19.49 2.97 0.124
H -5.13 -21.65 0.54 0.126
H -1.49 -15.22 7.41 0.064
C -8.58 -16.50 2.40 -0.140
O -4.06 -20.89 4.14 -0.142
H -6.39 -15.83 -0.98 0.111
O -2.31 -19.18 5.27 -0.088
H 1.97 -16.53 2.74 0.081
H -5.29 -14.03 3.22 0.064
H -3.89 -22.90 4.87 0.073
H -9.32 -16.45 1.59 0.086
C -1.93 -18.77 7.58 -0.204
H -1.76 -13.58 7.83 0.078
H -7.65 -19.06 -1.17 0.097
H -5.87 -12.93 -0.83 0.090
H -4.94 -16.28 1.53 0.061
H -2.91 -20.83 -0.33 0.121
C -7.08 -14.40 5.56 -0.126
H -8.96 -17.20 3.14 0.048
H 0.75 -17.55 4.12 0.120
H -6.45 -15.28 5.42 0.046
O -3.71 -16.63 5.25 -0.083
O 1.38 -15.85 3.08 -0.070
H -1.50 -13.93 6.14 0.070
H -6.85 -20.18 7.70 0.130
H -2.49 -16.52 3.24 0.040
```

Results
frontier orbital gap: 0.335 Eh
LUMO: 0.05 eV
electronic energy: -72166.7860 eV
total charge: 0
ΔE to the lowest compared entry with this formula, charge and spin: 193.5 kJ/mol